# 1
The following is a DFT calculation (ωB97M-V with the def2-TZVPD basis set) of one molecule with the formula C6H12N2O at a distorted geometry.

The calculation puts the energy above the lowest of the compared OMol25 structures with the same formula, charge and spin at 163.8 kJ/mol. As for the SMILES: C=N/C(O)=C(/N)C(C)C. As for the HOMO energy: -0.2633 hartree.

Element x y z (Å)
C: -0.19489 -0.86586 -0.63604
C: -1.18097 -1.93597 -0.18535
C: -0.31667 -0.55546 -2.12388
C: 0.44807 0.95710 1.00279
C: -0.55828 0.50602 0.20335
N: -1.71820 1.20566 0.07806
C: 2.68956 0.60213 1.56708
O: 0.30928 2.20776 1.60503
N: 1.59370 0.24912 1.02267
H: 1.03480 2.31748 2.22601
H: 0.81697 -1.21904 -0.44261
H: -2.31613 1.00078 -0.70406
H: -1.71934 2.13977 0.45924
H: -1.08229 -2.10351 0.88252
H: -2.20408 -1.63707 -0.39372
H: -0.96840 -2.87449 -0.69257
H: -0.07174 -1.44372 -2.70577
H: 0.37945 0.23157 -2.40820
H: -1.32758 -0.24183 -2.38148
H: 3.50700 -0.10175 1.56388
H: 2.87973 1.56131 2.06306

# 2
The following is a DFT calculation (ωB97M-V with the def2-TZVPD basis set) of one molecule with the formula C6H12N2O at a distorted geometry.

The calculation puts the energy above the lowest of the compared OMol25 structures with the same formula, charge and spin at 438.5 kJ/mol. As for the SMILES: [H]/N=C(N)\C(C)=C(\C)OC. As for the HOMO energy: -0.3127 hartree.

Element x y z (Å)
C: -1.61656 1.19521 1.18342
C: 0.77940 -1.33065 1.76285
C: 2.07327 0.44267 -0.75862
C: 0.08874 -0.53210 0.69151
C: -0.61663 -0.35424 -1.28741
C: 0.75485 -0.04085 -0.33426
N: -0.69776 0.57472 -2.29317
O: -1.34436 -0.18580 1.23938
N: -1.52153 -1.26746 -1.34657
H: -1.30837 0.24040 -3.03150
H: 0.12380 1.10956 -2.53725
H: -1.70803 -1.66036 -0.41854
H: -2.13814 1.48101 2.10752
H: -0.69503 1.80826 1.14856
H: -2.29349 1.43349 0.35102
H: 0.55292 -0.89595 2.73849
H: 1.87006 -1.33922 1.68538
H: 0.45277 -2.37567 1.79462
H: 2.38098 -0.11223 -1.65241
H: 2.02451 1.49516 -1.05833
H: 2.83861 0.31406 0.01531

# 3
The following is a DFT calculation (ωB97M-V with the def2-TZVPD basis set) of one molecule with the formula C6H12N2O at a distorted geometry.

The calculation puts the energy above the lowest of the compared OMol25 structures with the same formula, charge and spin at 258.4 kJ/mol. As for the SMILES: C=NNC1([C@@H](C)O)CC1. As for the HOMO energy: -0.3251 hartree.

Element x y z (Å)
C: -1.54927 -1.71477 0.60583
C: -1.11800 -0.69502 -0.44637
C: -0.13962 0.35952 0.08079
C: -0.13076 1.70580 -0.52912
C: -0.64801 1.49763 0.86314
C: 3.23875 -0.54156 -0.36885
H: -2.25067 -2.45158 0.10578
H: -2.09680 -1.17333 1.38772
H: -0.68323 -2.22100 1.05745
H: -0.60226 -1.19979 -1.24397
H: -2.08696 0.27771 -1.83655
H: 0.82498 2.20191 -0.62033
H: -0.85835 1.96985 -1.26904
H: -1.73881 1.54663 0.93224
H: -0.12850 1.94924 1.73546
H: 1.60350 0.36662 1.21745
H: 3.82763 -0.81376 -1.22579
H: 3.70078 -0.34114 0.60442
N: 1.15829 -0.19317 0.48722
N: 1.98276 -0.42925 -0.57304
O: -2.30541 -0.10053 -0.96444

# 4
The following is a DFT calculation (ωB97M-V with the def2-TZVPD basis set) of a 2-piece molecular cluster, C6H12N2O2 overall at a distorted geometry.

The calculation puts the energy above the lowest of the compared OMol25 structures with the same formula, charge and spin at 632.4 kJ/mol. As for the SMILES: C=C/C(C)=[N+](/[O-])O.C=NC. As for the HOMO energy: -0.2962 hartree.

Element x y z (Å)
C: 3.10975 1.11777 1.09702
C: 2.48687 -0.04466 1.04279
C: 1.94248 -0.18660 -1.45695
C: -3.10365 -1.35869 0.24347
C: -2.07112 0.63599 -0.11924
C: 1.73968 -0.55282 -0.03181
N: -2.26561 -0.31939 0.64716
N: 0.49481 -0.91151 0.25782
O: -0.29077 -1.45380 -0.60139
O: 0.14384 -0.93998 1.56921
H: 3.55417 1.47179 2.01284
H: 3.21325 1.71616 0.23421
H: 2.34351 -0.54349 2.01331
H: 2.97892 -0.15396 -1.74299
H: 1.36007 -0.98582 -1.98491
H: 1.38052 0.71601 -1.61704
H: -2.53119 -2.19601 -0.15531
H: -3.65836 -1.84386 1.07170
H: -3.75623 -1.11016 -0.73734
H: -2.52808 0.71528 -1.04316
H: -1.27108 1.38000 -0.01282
H: -0.74324 -1.18196 1.68443

# 5
The following is a DFT calculation (ωB97M-V with the def2-TZVPD basis set) of one molecule with the formula C6H12N2O3 at a distorted geometry.

The calculation puts the energy above the lowest of the compared OMol25 structures with the same formula, charge and spin at 165.2 kJ/mol. As for the SMILES: C[C@H](N)C(=O)N[C@@H](C)C(=O)O. As for the HOMO energy: -0.3419 hartree.

Element x y z (Å)
C: 1.32921 0.48284 0.32434
C: 1.16718 -0.73563 -0.53318
C: 1.36177 1.77773 -0.36951
C: -1.37792 -0.93128 0.29843
C: -1.76356 0.38895 -0.16399
C: -1.23845 -0.88972 1.84758
H: 3.25725 -0.09280 0.13553
H: 2.90685 0.95366 1.46376
H: 0.44084 0.48865 1.00654
H: 2.21169 1.73216 -1.05198
H: 1.53495 2.59191 0.32699
H: 0.48944 2.02117 -0.98004
H: -0.33913 -1.74535 -1.36219
H: -2.11118 -1.67496 0.00724
H: -1.64954 -1.79330 2.18390
H: -1.63872 0.05924 2.32392
H: -0.22907 -0.91110 2.15022
H: -2.88393 1.15303 -1.66177
N: 2.60344 0.16956 0.98388
N: -0.13914 -1.31589 -0.51646
O: 2.06161 -1.17067 -1.20553
O: -1.52948 1.46716 0.38419
O: -2.54574 0.28910 -1.20818

# 6
The following is a DFT calculation (ωB97M-V with the def2-TZVPD basis set) of C6H12N2O3S as an isolated structure at a distorted geometry.

The calculation puts the energy above the lowest of the compared OMol25 structures with the same formula, charge and spin at 838.4 kJ/mol. As for the HOMO energy: -0.3449 hartree.

Element x y z (Å)
C: -1.45644 0.92010 0.13168
C: -0.19820 -0.05994 0.07885
C: -2.77041 0.42405 -0.59538
C: 2.19879 0.45716 0.66146
C: 2.73642 -0.12206 -0.69055
C: 2.47220 -0.47762 1.87594
H: -1.44996 3.37074 1.19375
H: -2.02612 2.69955 -1.28019
H: -1.87104 0.78848 1.08843
H: -3.60177 1.16139 -0.79347
H: -2.19162 0.15373 -1.44855
H: -4.60400 -0.35314 0.10605
H: 0.44679 1.59330 0.43152
H: 2.81346 1.30051 0.80593
H: 2.33857 -1.77806 1.76845
H: 3.65359 -0.36953 2.05474
H: 1.90026 -0.07562 2.70988
H: 1.25662 -1.37876 -0.45765
N: -1.36917 2.39814 -0.14964
N: 0.82198 0.59594 0.50987
O: -0.13663 -1.31216 -0.24760
O: 3.70103 0.46136 -1.23236
O: 2.20119 -1.29518 -0.97925
S: -3.55333 -1.10959 0.13758

# 7
The following is a DFT calculation (ωB97M-V with the def2-TZVPD basis set) of one molecule with the formula C6H12N2O3S2 at a distorted geometry.

The calculation puts the energy above the lowest of the compared OMol25 structures with the same formula, charge and spin at 276.3 kJ/mol. As for the SMILES: N[C@@H](CS)C(=O)N[C@@H](CS)C(=O)O. As for the HOMO energy: -0.3309 hartree.

Element x y z (Å)
C: -1.82993 0.10623 1.55777
C: -0.49515 0.70723 0.96662
C: -1.67425 -1.47156 1.68257
C: 0.78851 1.21407 -1.02025
C: 0.64183 1.25804 -2.53444
C: 2.11773 0.37503 -0.75539
H: -3.97987 0.66921 0.98952
H: -2.71956 1.58276 0.37899
H: -2.06271 0.64475 2.43142
H: -2.65258 -1.90383 1.88215
H: -1.20519 -1.91993 0.73155
H: -1.38665 -3.21037 3.38982
H: -1.20921 0.45343 -0.98146
H: 0.89959 2.24909 -0.58774
H: 2.98738 0.70972 -1.37943
H: 2.22507 0.75181 0.36073
H: 3.49140 -1.40229 -0.58028
H: -0.42031 0.98243 -3.91357
N: -2.95450 0.55642 0.51429
N: -0.39946 0.56539 -0.39464
O: 0.32501 1.33687 1.62344
O: 1.48557 1.55854 -3.35266
O: -0.67629 0.99638 -2.97042
S: -0.61923 -1.82978 3.05231
S: 2.06572 -1.40322 -0.88628

# 8
The following is a DFT calculation (ωB97M-V with the def2-TZVPD basis set) of one molecule with the formula C6H12N2O4 at a distorted geometry.

The calculation puts the energy above the lowest of the compared OMol25 structures with the same formula, charge and spin at 740.1 kJ/mol. As for the SMILES: CC(C)(C)C(C)([N+](=O)[O-])[N+](=O)[O-]. As for the HOMO energy: -0.4097 hartree.

Element x y z (Å)
C: 1.79508 -0.35690 -0.34021
C: -0.15011 -0.42801 -1.91888
C: 0.49309 1.75046 -0.66628
C: -0.16760 0.42846 1.99782
C: 0.35731 0.15701 -0.58455
C: -0.57434 -0.16141 0.58154
N: -0.60390 -1.74867 0.82235
N: -2.01210 0.17307 0.31587
O: 0.29162 -2.21328 1.49801
O: -1.56940 -2.33818 0.38028
O: -2.69039 0.28007 1.30735
O: -2.35438 0.28431 -0.81011
H: 2.24122 -0.09449 0.60164
H: 1.67977 -1.53086 -0.23469
H: 2.55219 -0.04598 -1.00915
H: -0.76821 0.23114 -2.43771
H: 0.64561 -0.85828 -2.54132
H: -0.89059 -1.36379 -1.81562
H: -0.36078 2.21648 -1.10107
H: 1.33096 1.90316 -1.39376
H: 0.80800 2.04618 0.27144
H: -0.00394 1.56393 2.17941
H: -0.88189 0.08693 2.71999
H: 0.83279 0.01864 2.17767